(1)
C33H80CrF8N2O21S4 | ωB97M-V with the def2-TZVPD basis set

Positions of all 149 atoms, in Å:
1 Cr -31.386 -18.226 8.360
2 N -33.066 -17.802 9.222
3 S -33.609 -16.748 10.311
4 O -34.079 -17.401 11.495
5 O -34.099 -15.475 9.898
6 F -32.116 -16.270 10.770
7 S -34.708 -18.361 8.945
8 O -35.760 -17.393 8.862
9 O -34.988 -19.677 9.432
10 F -34.502 -18.706 7.410
11 C -30.618 -20.466 7.338
12 O -30.298 -21.486 6.742
13 O -29.949 -19.353 7.375
14 O -31.728 -20.234 7.985
15 C -27.806 -17.011 6.795
16 F -26.699 -16.288 6.660
17 F -28.614 -16.680 5.821
18 F -27.466 -18.283 6.773
19 S -28.444 -16.674 8.542
20 O -28.125 -17.786 9.427
21 O -27.794 -15.479 8.962
22 N -30.177 -16.637 8.403
23 S -30.505 -15.100 8.047
24 O -29.612 -14.474 7.083
25 O -31.898 -14.952 7.733
26 C -30.191 -14.089 9.690
27 F -31.330 -13.537 10.051
28 F -29.784 -14.908 10.650
29 F -29.267 -13.188 9.418
30 C -26.194 -23.659 10.021
31 C -26.991 -22.374 9.695
32 C -26.125 -21.344 9.013
33 O -28.127 -22.733 8.933
34 H -25.998 -24.132 9.060
35 H -26.722 -24.247 10.774
36 H -25.248 -23.495 10.546
37 H -27.346 -21.990 10.664
38 H -25.494 -20.884 9.777
39 H -26.724 -20.572 8.524
40 H -25.461 -21.798 8.273
41 H -28.320 -21.974 8.365
42 C -28.614 -16.942 1.456
43 C -27.114 -17.075 1.756
44 C -26.762 -17.353 3.207
45 O -26.630 -18.197 1.000
46 H -29.040 -17.891 1.135
47 H -28.890 -16.216 0.685
48 H -29.153 -16.587 2.339
49 H -26.543 -16.183 1.475
50 H -26.842 -16.434 3.791
51 H -25.709 -17.633 3.267
52 H -27.383 -18.109 3.687
53 H -26.725 -18.004 0.062
54 C -28.511 -13.959 3.783
55 C -29.594 -13.563 2.799
56 C -30.716 -12.816 3.486
57 O -29.073 -12.636 1.837
58 H -28.210 -13.136 4.433
59 H -27.616 -14.384 3.321
60 H -28.873 -14.737 4.460
61 H -29.973 -14.425 2.243
62 H -31.541 -12.770 2.757
63 H -30.544 -11.745 3.588
64 H -31.211 -13.273 4.340
65 H -28.336 -13.046 1.373
66 C -28.009 -15.596 13.222
67 C -26.695 -15.743 14.021
68 C -25.737 -14.614 13.670
69 O -27.045 -15.765 15.402
70 H -27.775 -15.920 12.208
71 H -28.491 -14.625 13.308
72 H -28.703 -16.271 13.730
73 H -26.147 -16.667 13.825
74 H -26.162 -13.637 13.907
75 H -25.472 -14.699 12.618
76 H -24.842 -14.712 14.292
77 H -26.848 -14.937 15.847
78 C -33.255 -14.222 12.948
79 C -33.512 -15.215 14.087
80 C -32.640 -14.914 15.296
81 O -34.899 -15.202 14.367
82 H -34.020 -14.246 12.176
83 H -32.257 -14.241 12.514
84 H -33.262 -13.205 13.365
85 H -33.194 -16.182 13.673
86 H -32.571 -15.837 15.884
87 H -32.878 -14.020 15.871
88 H -31.576 -14.810 15.052
89 H -34.954 -15.472 15.293
90 C -34.712 -13.666 6.290
91 C -35.172 -15.078 6.724
92 C -36.673 -15.278 6.573
93 O -34.472 -16.084 5.967
94 H -34.793 -13.485 5.212
95 H -33.662 -13.482 6.516
96 H -35.375 -12.974 6.809
97 H -34.826 -15.272 7.739
98 H -37.194 -14.431 7.029
99 H -36.990 -16.166 7.114
100 H -36.948 -15.262 5.517
101 H -34.656 -15.862 5.044
102 C -28.315 -11.783 12.078
103 C -29.500 -10.994 12.609
104 C -30.148 -11.832 13.726
105 O -29.196 -9.701 13.162
106 H -28.791 -12.624 11.583
107 H -27.543 -11.968 12.827
108 H -27.696 -11.365 11.273
109 H -30.099 -10.715 11.738
110 H -30.557 -12.790 13.404
111 H -30.928 -11.354 14.322
112 H -29.387 -12.072 14.476
113 H -28.268 -9.528 12.981
114 C -32.413 -18.643 4.268
115 C -31.601 -17.686 5.166
116 C -31.502 -16.322 4.548
117 O -32.197 -17.612 6.477
118 H -32.186 -18.484 3.209
119 H -33.482 -18.427 4.347
120 H -32.228 -19.712 4.370
121 H -30.618 -18.147 5.251
122 H -30.551 -15.869 4.853
123 H -32.280 -15.606 4.801
124 H -31.370 -16.277 3.464
125 H -32.993 -17.046 6.344
126 C -25.320 -13.629 5.682
127 C -24.539 -12.644 6.541
128 C -24.951 -11.190 6.285
129 O -24.783 -13.024 7.909
130 H -25.265 -13.285 4.643
131 H -26.368 -13.813 5.926
132 H -24.865 -14.620 5.726
133 H -23.462 -12.774 6.412
134 H -26.020 -11.139 6.501
135 H -24.717 -10.964 5.245
136 H -24.445 -10.496 6.953
137 H -25.645 -13.448 7.953
138 C -30.427 -21.023 10.877
139 C -31.091 -19.703 11.311
140 C -30.456 -19.177 12.603
141 O -30.581 -18.740 10.312
142 H -29.382 -20.872 10.607
143 H -30.896 -21.392 9.966
144 H -30.528 -21.740 11.695
145 H -32.168 -19.795 11.410
146 H -30.559 -19.807 13.490
147 H -30.928 -18.221 12.845
148 H -29.374 -19.026 12.547
149 H -29.640 -18.752 10.534

highest occupied orbital energy (alpha / beta): -6.9 / -7.0 eV
net charge: -1
gap between HOMO and LUMO (alpha / beta): 8.363 / 8.948 eV
spin multiplicity: 4
energy relative to the best compared isomer or geometry (same formula, charge and spin): 0.000 eV

Results of the Mulliken charge analysis, in e, for atoms 1 through 8:
1 Cr 1.759
2 N 0.471
3 S 0.211
4 O -0.546
5 O -0.728
6 F -0.334
7 S 0.804
8 O -0.435

---

(2)
C33H81F3N2O14Si2 | ωB97M-V with the def2-TZVPD basis set

Positions of all 135 atoms, in Å:
1 C 4.152 -1.683 -1.557
2 C 2.994 -1.198 -0.686
3 C 2.758 0.304 -0.911
4 C 1.286 0.771 -0.833
5 Si 1.078 2.285 0.173
6 O 1.498 2.100 1.742
7 C 1.305 0.849 2.418
8 C -0.164 0.507 2.681
9 O -0.482 -0.753 2.121
10 C -1.889 -0.995 2.043
11 C -2.459 -0.625 0.682
12 O -0.527 2.738 0.132
13 Si -1.227 4.007 0.903
14 O -0.580 5.456 0.450
15 C -3.043 3.952 0.528
16 C -3.827 2.982 1.450
17 C -4.705 1.952 0.706
18 C -4.615 0.512 1.258
19 C -5.852 0.068 2.034
20 N -6.977 -0.296 1.152
21 C -1.021 3.874 2.783
22 O 0.137 4.628 3.188
23 C 0.323 4.826 4.499
24 F -0.130 3.809 5.260
25 F 1.616 4.991 4.746
26 F -0.317 5.938 4.937
27 N 2.035 3.602 -0.491
28 C 3.353 3.824 0.052
29 C 3.343 4.332 1.470
30 O 4.372 3.682 -0.596
31 C 1.966 3.669 -1.944
32 C 0.897 4.569 -2.475
33 O 2.702 3.012 -2.657
34 H 4.305 -2.758 -1.440
35 H 3.903 -1.501 -2.606
36 H 5.065 -1.134 -1.325
37 H 3.216 -1.390 0.367
38 H 2.083 -1.747 -0.945
39 H 3.362 0.861 -0.183
40 H 3.139 0.572 -1.898
41 H 0.638 -0.009 -0.433
42 H 0.906 1.011 -1.832
43 H 1.840 0.946 3.365
44 H 1.764 0.020 1.871
45 H -0.815 1.285 2.266
46 H -0.347 0.469 3.764
47 H -2.385 -0.406 2.822
48 H -2.052 -2.052 2.255
49 H -3.411 -1.135 0.520
50 H -1.772 -0.934 -0.105
51 H -2.633 0.450 0.593
52 H -1.248 6.146 0.450
53 H -3.162 3.645 -0.517
54 H -3.453 4.964 0.596
55 H -4.483 3.591 2.079
56 H -3.154 2.439 2.120
57 H -4.454 1.949 -0.357
58 H -5.750 2.261 0.761
59 H -4.446 -0.186 0.431
60 H -3.752 0.417 1.924
61 H -5.580 -0.766 2.690
62 H -6.176 0.902 2.666
63 H -6.629 -0.501 0.223
64 H -7.415 -1.149 1.475
65 H -0.915 2.843 3.124
66 H -1.920 4.287 3.253
67 H 4.085 5.128 1.545
68 H 3.654 3.521 2.133
69 H 2.364 4.684 1.787
70 H 1.200 4.964 -3.443
71 H 0.017 3.938 -2.659
72 H 0.599 5.335 -1.768
73 C -6.646 3.718 -3.663
74 C -6.627 2.379 -2.949
75 O -6.983 2.485 -1.575
76 H -5.972 4.419 -3.170
77 H -6.340 3.612 -4.704
78 H -7.650 4.149 -3.646
79 H -5.622 1.958 -2.957
80 H -7.290 1.670 -3.456
81 H -7.875 2.837 -1.522
82 C 2.959 3.920 -6.805
83 C 1.732 3.293 -6.172
84 O 0.765 4.265 -5.778
85 H 3.420 4.626 -6.114
86 H 3.695 3.159 -7.067
87 H 2.693 4.462 -7.716
88 H 2.002 2.771 -5.255
89 H 1.277 2.569 -6.857
90 H 0.480 4.750 -6.557
91 C 4.170 -7.320 -2.114
92 C 4.423 -5.949 -1.519
93 O 3.494 -4.969 -1.981
94 H 4.210 -7.272 -3.203
95 H 4.915 -8.034 -1.763
96 H 3.180 -7.687 -1.832
97 H 5.406 -5.585 -1.813
98 H 4.399 -6.001 -0.426
99 H 2.612 -5.251 -1.725
100 C -3.521 -4.702 4.696
101 C -3.004 -3.300 4.948
102 O -3.781 -2.314 4.265
103 H -3.512 -4.922 3.627
104 H -2.911 -5.447 5.208
105 H -4.548 -4.798 5.053
106 H -1.987 -3.184 4.575
107 H -2.995 -3.082 6.020
108 H -4.682 -2.371 4.596
109 C 6.387 2.915 -2.758
110 C 6.605 1.668 -3.594
111 O 5.825 0.569 -3.131
112 H 6.624 2.718 -1.713
113 H 7.013 3.737 -3.111
114 H 5.344 3.236 -2.799
115 H 7.642 1.337 -3.535
116 H 6.381 1.870 -4.649
117 H 4.904 0.842 -3.191
118 C -6.475 -7.124 3.026
119 C -7.496 -6.116 3.518
120 O -6.887 -4.982 4.130
121 H -5.842 -7.456 3.850
122 H -6.964 -7.995 2.588
123 H -5.829 -6.680 2.265
124 H -8.130 -6.555 4.286
125 H -8.141 -5.795 2.693
126 H -6.329 -4.558 3.471
127 C 8.962 -5.731 -0.350
128 C 8.425 -7.075 0.106
129 O 7.520 -7.647 -0.835
130 H 8.142 -5.035 -0.528
131 H 9.628 -5.301 0.400
132 H 9.523 -5.834 -1.281
133 H 7.855 -6.966 1.027
134 H 9.250 -7.768 0.301
135 H 7.990 -7.773 -1.663

highest occupied orbital energy: -9.1 eV
gap between HOMO and LUMO: 9.530 eV

Results of the Mulliken charge analysis, in e, for atoms 1 through 8:
1 C -1.127
2 C -0.465
3 C 0.462
4 C -0.541
5 Si -0.417
6 O 0.451
7 C -0.619
8 C 0.961

---

(3)
C33H81N4O7 | ωB97M-V with the def2-TZVPD basis set

Positions of all 125 atoms, in Å:
1 C -1.429 -2.106 -3.296
2 C -0.982 -1.371 -4.568
3 N 0.426 -0.634 -4.407
4 C 0.737 -0.052 -5.792
5 C 0.318 0.459 -3.316
6 C -0.865 1.416 -3.591
7 C 1.565 -1.711 -3.980
8 C 3.030 -1.265 -4.407
9 O 3.360 0.057 -4.038
10 C 4.464 0.631 -4.734
11 H -2.455 -2.428 -3.477
12 H -1.482 -1.421 -2.450
13 H -0.800 -2.963 -3.057
14 H -1.688 -0.622 -4.926
15 H -0.777 -1.976 -5.451
16 H 0.828 -0.836 -6.544
17 H 1.682 0.484 -5.873
18 H -0.154 0.568 -5.895
19 H 1.280 0.943 -3.485
20 H 0.368 0.074 -2.297
21 H -1.384 1.341 -4.546
22 H -0.509 2.424 -3.380
23 H -1.718 1.281 -2.925
24 H 1.286 -2.618 -4.516
25 H 1.490 -1.853 -2.902
26 H 3.237 -1.369 -5.472
27 H 3.606 -1.928 -3.763
28 H 4.332 0.604 -5.815
29 H 5.306 -0.029 -4.528
30 H 4.807 1.625 -4.444
31 C 5.100 3.309 -1.697
32 C 4.936 2.729 -0.230
33 N 3.462 2.266 0.189
34 C 2.512 3.449 -0.170
35 C 3.056 1.072 -0.782
36 C 3.931 -0.236 -0.514
37 C 3.435 1.842 1.714
38 C 3.118 2.979 2.747
39 O 4.278 3.717 3.128
40 C 3.946 4.824 3.946
41 H 6.166 3.511 -1.803
42 H 4.512 4.225 -1.753
43 H 4.924 2.576 -2.484
44 H 5.296 3.471 0.483
45 H 5.561 1.851 -0.068
46 H 1.586 3.143 0.317
47 H 2.524 3.578 -1.252
48 H 2.919 4.299 0.379
49 H 3.194 1.514 -1.769
50 H 1.986 0.870 -0.733
51 H 3.725 -0.992 -1.272
52 H 3.580 -0.517 0.478
53 H 5.000 -0.050 -0.409
54 H 4.319 1.244 1.934
55 H 2.654 1.082 1.713
56 H 2.701 2.496 3.631
57 H 2.271 3.624 2.511
58 H 3.278 4.396 4.693
59 H 3.431 5.630 3.424
60 H 4.836 5.185 4.462
61 C -7.898 -0.963 1.256
62 C -7.058 -0.615 -0.049
63 N -5.515 -0.469 0.058
64 C -5.150 0.458 1.279
65 C -4.999 -1.886 0.437
66 C -3.479 -2.155 0.318
67 C -4.920 -0.029 -1.293
68 C -5.083 1.421 -1.683
69 O -4.502 2.287 -0.730
70 C -4.347 3.664 -1.067
71 H -7.838 -0.093 1.910
72 H -7.718 -1.900 1.782
73 H -8.957 -1.049 1.013
74 H -7.395 0.331 -0.473
75 H -7.070 -1.461 -0.736
76 H -5.842 1.296 1.362
77 H -4.138 0.861 1.253
78 H -5.267 -0.134 2.187
79 H -5.528 -2.604 -0.189
80 H -5.431 -2.155 1.401
81 H -3.227 -3.204 0.480
82 H -2.946 -1.539 1.042
83 H -2.992 -1.950 -0.636
84 H -5.502 -0.479 -2.097
85 H -3.881 -0.352 -1.342
86 H -6.104 1.723 -1.920
87 H -4.476 1.590 -2.573
88 H -4.039 3.698 -2.112
89 H -3.589 4.164 -0.464
90 H -5.286 4.216 -1.018
91 C 0.410 -2.625 0.514
92 C 1.069 -3.428 1.668
93 N 0.676 -2.888 3.068
94 C -0.910 -2.828 3.258
95 C 1.189 -3.828 4.180
96 C 2.711 -4.073 4.257
97 C 1.350 -1.496 3.228
98 C 1.394 -0.915 4.634
99 O 0.085 -0.755 5.179
100 C -0.008 -0.603 6.616
101 H 0.840 -3.039 -0.398
102 H 0.668 -1.568 0.571
103 H -0.675 -2.718 0.561
104 H 2.156 -3.365 1.620
105 H 0.821 -4.490 1.689
106 H -1.024 -2.780 4.341
107 H -1.356 -3.635 2.677
108 H -1.234 -1.856 2.886
109 H 0.620 -4.750 4.061
110 H 0.770 -3.403 5.092
111 H 3.130 -4.713 3.480
112 H 2.885 -4.620 5.183
113 H 3.398 -3.236 4.384
114 H 0.711 -0.850 2.627
115 H 2.381 -1.511 2.876
116 H 1.886 0.058 4.607
117 H 1.994 -1.513 5.320
118 H 0.376 -1.492 7.117
119 H -1.064 -0.586 6.886
120 H 0.523 0.292 6.939
121 O -1.541 2.282 0.002
122 C -0.859 1.245 0.255
123 O -1.417 0.292 -0.259
124 O 0.066 1.328 1.048
125 H -1.958 1.580 -0.505

highest occupied orbital energy (alpha / beta): -18.2 / -18.2 eV
net charge: +4
gap between HOMO and LUMO (alpha / beta): 9.847 / 3.862 eV
spin multiplicity: 2
energy relative to the best compared isomer or geometry (same formula, charge and spin): 1.173 eV

Results of the Mulliken charge analysis, in e, for atoms 1 through 8:
1 C -0.774
2 C -0.732
3 N -0.195
4 C -0.861
5 C 0.200
6 C -1.474
7 C 0.015
8 C -1.082

---

Number 1: strongest force on any atom 0.1300 Eh/bohr, E -6431.0992 hartree. Number 2: strongest force on any atom 0.0388 Eh/bohr, E -3347.5452 hartree. Number 3: strongest force on any atom 0.1124 Eh/bohr, E -2050.0032 hartree.